[1]
The following is a quantum chemistry calculation of a molecular structure, C34H26F10N5O4PtS, from the OMol25 dataset.

Geometry (Å):
Pt (-1.23306, 0.29595, 0.60938)
C (-0.69236, 3.44311, 1.66076)
N (-1.54945, 2.28209, 1.95329)
C (-1.37889, 1.81637, 3.33076)
C (-0.01701, 1.19389, 3.54449)
N (0.12543, 0.01483, 2.70976)
C (1.24686, -0.73002, 2.78824)
C (1.25574, -1.96026, 2.08096)
F (0.20551, -2.32931, 1.37294)
C (2.32316, -2.82676, 2.11310)
F (2.27990, -3.97468, 1.43849)
C (3.44719, -2.51284, 2.85687)
F (4.48216, -3.34164, 2.88059)
C (3.50121, -1.31448, 3.54910)
F (4.60225, -1.00334, 4.23635)
C (2.43591, -0.44456, 3.50942)
F (2.57182, 0.68533, 4.19037)
C (-2.94571, 2.57257, 1.63691)
C (-3.17771, 2.59987, 0.13898)
N (-2.57221, 1.44032, -0.49175)
C (-2.36260, 1.53586, -1.88345)
C (-1.60338, 2.53108, -2.47263)
F (-1.12069, 3.53952, -1.73340)
C (-1.29132, 2.52325, -3.81726)
F (-0.51524, 3.48826, -4.32935)
C (-1.76044, 1.51338, -4.62551)
F (-1.44905, 1.49721, -5.92626)
C (-2.56058, 0.52862, -4.08571)
F (-3.05845, -0.42678, -4.87175)
C (-2.86998, 0.56291, -2.74204)
F (-3.70655, -0.36834, -2.28493)
H (-0.82877, 4.21160, 2.43577)
H (-0.96815, 3.85754, 0.69472)
H (0.35306, 3.15386, 1.60319)
H (-2.15220, 1.07170, 3.52899)
H (-1.50852, 2.64508, 4.04362)
H (0.09088, 0.91941, 4.59892)
H (0.76919, 1.90907, 3.31279)
H (-3.25591, 3.53124, 2.07650)
H (-3.55714, 1.79171, 2.08566)
H (-2.85233, 3.54641, -0.29862)
H (-4.26665, 2.55917, -0.00600)
C (7.10273, -0.14562, -2.52068)
C (5.77856, 0.28385, -1.93811)
C (4.99060, 1.23505, -2.57748)
C (3.74731, 1.59821, -2.06931)
C (3.29022, 1.00728, -0.90040)
C (4.06443, 0.05580, -0.25112)
C (5.30016, -0.29582, -0.76454)
S (1.69315, 1.41918, -0.24863)
O (1.19695, 2.44024, -1.14457)
O (1.92105, 1.82563, 1.13244)
N (0.86997, 0.06680, -0.23465)
C (0.82038, -0.61568, -1.56918)
C (-0.50794, -1.20147, -1.91338)
O (-0.66144, -1.68775, -3.03438)
O (-1.42180, -1.16968, -0.99666)
H (7.59830, 0.68026, -3.03461)
H (6.96366, -0.94836, -3.24954)
H (7.77469, -0.51898, -1.74566)
H (5.35158, 1.69733, -3.49235)
H (3.12533, 2.33297, -2.56690)
H (3.69094, -0.39624, 0.65663)
H (5.90517, -1.03678, -0.24962)
H (1.52349, -1.45496, -1.57448)
H (1.08781, 0.02770, -2.40651)
C (-2.81599, -1.03618, 1.76150)
C (-3.27563, -2.18238, 0.98497)
C (-4.27373, -2.02652, 0.02059)
C (-4.72313, -3.09303, -0.73099)
C (-4.18262, -4.36147, -0.53315)
C (-3.18449, -4.53805, 0.42274)
C (-2.74002, -3.46153, 1.16587)
C (-4.66953, -5.49569, -1.29601)
N (-5.06649, -6.40061, -1.88721)
H (-2.27986, -1.26779, 2.67492)
H (-3.55742, -0.25139, 1.87305)
H (-4.66609, -1.03317, -0.16419)
H (-5.48313, -2.94938, -1.48953)
H (-2.76111, -5.52362, 0.57342)
H (-1.96197, -3.60634, 1.90544)

Output
total charge: -1
multiplicity: 5
strongest force on any atom: 1.5 eV Å⁻¹
frontier orbital gap (alpha / beta): 5.94 / 5.41 eV
DFT total energy: -92573.230 eV
expectation value of S²: 6.0657
relative energy (zero: lowest compared OMol25 entry of this formula, charge and spin): 0.0 kcal per mole
HOMO level (alpha / beta): -3.99 / -5.23 eV

Results of the Löwdin charge analysis, in e, for atoms 1 through 4: 1.278, -0.050, -0.281, -0.197


[2]
The following is a quantum chemistry calculation of a molecular structure, C34H26IrNO9PS, from the OMol25 dataset.

Geometry (Å):
Ir (0.66457, 0.52323, 0.48932)
O (0.33821, 2.00517, 4.15844)
C (0.89763, 1.66072, 3.13733)
O (0.46701, 1.96643, 1.93887)
C (2.25039, 0.93503, 3.22250)
C (3.15103, 1.24718, 2.02119)
C (4.59920, 0.84984, 2.28249)
C (4.51407, -0.69699, 2.24953)
C (3.03437, -0.92285, 1.93690)
O (2.74691, 0.21837, 1.07520)
C (2.18019, -0.63138, 3.17863)
C (0.77852, -1.25265, 3.04221)
O (0.41142, -2.05585, 3.88469)
O (0.09805, -0.89826, 2.00789)
H (2.70537, 1.26930, 4.15386)
H (2.99148, 2.21786, 1.56314)
H (5.22905, 1.22332, 1.47600)
H (4.97013, 1.24772, 3.22674)
H (5.15128, -1.11760, 1.47251)
H (4.77923, -1.16056, 3.19914)
H (2.78441, -1.84101, 1.41470)
H (2.62366, -1.07058, 4.06948)
O (2.19550, 2.62598, -0.74411)
C (1.08491, 2.15695, -0.58949)
C (-0.10675, 3.04253, -0.97311)
C (0.08248, 4.28070, -1.57822)
C (-1.01147, 5.05964, -1.91305)
C (-2.30493, 4.61022, -1.65224)
C (-2.50173, 3.37692, -1.05409)
C (-1.39886, 2.60452, -0.70574)
P (-1.43760, 0.92261, -0.04541)
C (-2.21196, 0.00835, -1.41354)
C (-1.48391, -0.12379, -2.59471)
C (-2.04482, -0.75700, -3.69050)
C (-3.33933, -1.25599, -3.61946)
C (-4.07702, -1.10091, -2.45642)
C (-3.51749, -0.46441, -1.35607)
C (-2.54954, 0.80882, 1.36346)
C (-2.93035, 1.94147, 2.07416)
C (-3.65348, 1.80656, 3.25009)
C (-3.97732, 0.54416, 3.72310)
C (-3.57218, -0.58857, 3.02905)
C (-2.85243, -0.46174, 1.85339)
H (1.09695, 4.60466, -1.77253)
H (-0.86559, 6.02493, -2.38303)
H (-3.15642, 5.22147, -1.92473)
H (-3.50522, 3.01373, -0.86207)
H (-0.48330, 0.28628, -2.65748)
H (-1.46749, -0.86438, -4.60045)
H (-3.77337, -1.76108, -4.47362)
H (-5.08914, -1.48149, -2.39877)
H (-4.09331, -0.35687, -0.44607)
H (-2.63611, 2.92394, 1.72810)
H (-3.93526, 2.68827, 3.81099)
H (-4.52290, 0.44002, 4.65290)
H (-3.78182, -1.57473, 3.42182)
H (-2.48826, -1.34459, 1.34054)
O (1.97348, -0.01748, -2.47801)
C (1.57209, -1.04734, -1.97739)
N (0.85414, -1.14385, -0.80401)
S (0.45129, -2.69679, -0.43035)
O (-0.97711, -2.82873, -0.33345)
O (1.25673, -3.27372, 0.61077)
C (1.05333, -3.37036, -1.95001)
C (1.01785, -4.68225, -2.38028)
C (1.65149, -4.97034, -3.58195)
C (2.30024, -3.97194, -4.30857)
C (2.32563, -2.66121, -3.85234)
C (1.69034, -2.37850, -2.65583)
H (0.51702, -5.44889, -1.80431)
H (1.64584, -5.98534, -3.95894)
H (2.78977, -4.22732, -5.23997)
H (2.82124, -1.86955, -4.39879)

Output
total charge: -1
strongest force on any atom: 1.1 eV Å⁻¹
frontier orbital gap: 7.89 eV
DFT total energy: -78566.311 eV
relative energy (zero: lowest compared OMol25 entry of this formula, charge and spin): 6.3 kcal per mole
HOMO level: -5.36 eV

Results of the Löwdin charge analysis, in e, for atoms 1 through 4: 1.267, 0.076, -0.573, -0.177


[3]
The following is a quantum chemistry calculation of a molecular structure, C34H27BrF4N5O5PSeZr, from the OMol25 dataset.

Geometry (Å):
Zr (-0.16358, 0.47698, 0.38300)
O (-3.13112, -3.70269, -2.49875)
C (-2.63860, -3.03497, -1.46551)
O (-1.82125, -2.15240, -1.65209)
C (-3.03962, -3.37825, -0.08961)
C (-3.80713, -4.37249, 0.49270)
N (-3.76091, -4.15804, 1.81396)
N (-3.01495, -3.10443, 2.16613)
C (-2.57071, -2.63580, 1.02364)
C (-1.71442, -1.43911, 0.88793)
O (-2.17400, -0.30659, 0.55132)
O (-0.43914, -1.49810, 1.04978)
H (-3.76729, -4.38036, -2.23654)
H (-4.35765, -5.20188, 0.08040)
H (-4.21480, -4.69660, 2.53707)
F (0.86974, 4.80406, 6.26876)
C (1.06197, 3.83507, 5.40407)
C (2.22560, 3.08418, 5.44139)
F (3.14336, 3.33941, 6.34920)
C (2.41820, 2.05859, 4.52110)
F (3.53288, 1.34586, 4.61834)
C (1.48875, 1.77426, 3.53021)
P (1.72210, 0.39978, 2.36793)
C (3.36991, 0.48703, 1.64820)
C (3.73325, -0.58350, 0.82571)
C (4.96471, -0.58637, 0.19597)
C (5.83550, 0.48226, 0.37773)
C (5.47396, 1.55077, 1.18394)
C (4.24009, 1.55976, 1.81680)
C (1.64930, -1.05068, 3.44252)
C (0.41818, -1.36436, 4.02177)
C (0.31654, -2.42007, 4.90810)
C (1.44648, -3.16979, 5.21556)
C (2.67083, -2.85956, 4.64345)
C (2.78025, -1.79774, 3.75734)
C (0.31581, 2.52625, 3.54682)
Br (-1.15366, 2.11722, 2.41017)
C (0.08788, 3.54146, 4.45280)
F (-1.04280, 4.22814, 4.44147)
H (3.06070, -1.42513, 0.68551)
H (5.24901, -1.41961, -0.43132)
H (6.80098, 0.47860, -0.10958)
H (6.15391, 2.37956, 1.32499)
H (3.96805, 2.40415, 2.43555)
H (-0.46997, -0.78458, 3.78783)
H (-0.63893, -2.65904, 5.35397)
H (1.37068, -3.99704, 5.90803)
H (3.54848, -3.43983, 4.89216)
H (3.74253, -1.54958, 3.33010)
C (-2.69897, 0.25984, -7.31748)
C (-2.55272, -0.60591, -6.07606)
N (-2.00526, 0.13715, -4.93344)
C (-0.54944, 0.27827, -4.87989)
C (0.16677, -0.98082, -4.43121)
C (-2.87101, 0.90272, -4.24312)
O (-4.06075, 0.99651, -4.48464)
C (-2.36732, 1.70090, -3.05929)
C (-2.70969, 3.05018, -2.98568)
C (-2.33581, 3.79825, -1.88305)
C (-1.65426, 3.17842, -0.85618)
N (-1.37262, 1.86729, -0.88613)
C (-1.72291, 1.14612, -1.97428)
H (-3.07997, -0.33790, -8.14416)
H (-1.74309, 0.68241, -7.62950)
H (-3.40118, 1.07156, -7.13496)
H (-1.88468, -1.44779, -6.25535)
H (-3.51979, -1.00285, -5.77284)
H (-0.29607, 1.12293, -4.23915)
H (-0.21179, 0.55414, -5.88307)
H (-0.27258, -1.40436, -3.52818)
H (1.21663, -0.76019, -4.24910)
H (0.12066, -1.75734, -5.19585)
H (-3.27719, 3.48843, -3.79668)
H (-2.57491, 4.84898, -1.80864)
H (-1.33818, 3.72481, 0.02103)
H (-1.51898, 0.06902, -1.95911)
Se (1.82990, 3.33416, -0.13752)
C (1.63100, 1.74987, -0.79850)
N (1.31512, 0.63037, -1.08796)

Output
total charge: +2
strongest force on any atom: 0.5 eV Å⁻¹
frontier orbital gap: 6.68 eV
DFT total energy: -210200.954 eV
relative energy (zero: lowest compared OMol25 entry of this formula, charge and spin): 0.0 kcal per mole
HOMO level: -13.55 eV

Results of the Löwdin charge analysis, in e, for atoms 1 through 4: 1.532, 0.184, -0.436, 0.083